1.
A 9-piece molecular cluster, C18H26Cl24FN2O2 overall at a distorted geometry, computed with wB97M-V/def2-TZVPD.

The geometry in XYZ format:
```
73
C18H26Cl24FN2O2, DFT wB97M-V/def2-TZVPD
C 3.33 -0.21 0.40
C 3.51 1.31 0.36
C 2.62 1.98 -0.68
C 1.19 2.23 -0.19
C 0.08 1.58 -1.04
C 0.35 0.16 -1.55
N -0.58 -0.80 -0.81
C -0.96 0.01 0.40
C -1.26 1.33 -0.30
C -1.86 2.44 0.54
O -1.22 3.30 1.10
N -3.29 2.47 0.63
C -3.84 1.16 0.62
O -4.29 0.67 -0.39
F -3.80 0.42 1.73
H 2.41 -0.52 0.90
H 4.14 -0.63 0.98
H 3.39 -0.67 -0.59
H 4.54 1.49 0.05
H 3.40 1.77 1.34
H 3.07 2.95 -0.88
H 2.67 1.45 -1.64
H 1.04 1.94 0.85
H 1.01 3.29 -0.21
H -0.18 2.29 -1.83
H 0.25 0.13 -2.64
H 1.34 -0.25 -1.37
H -1.45 -0.90 -1.35
H -0.08 -1.66 -0.64
H -0.01 0.07 0.93
H -1.75 -0.47 0.96
H -2.03 1.07 -1.02
H -3.54 2.99 1.46
C 7.90 1.45 0.57
Cl 7.25 2.50 1.83
Cl 6.97 -0.05 0.47
Cl 7.90 2.28 -0.99
H 8.92 1.20 0.82
C -1.94 -1.54 3.47
Cl -0.21 -1.19 3.36
Cl -2.47 -2.47 2.06
Cl -2.31 -2.41 4.95
H -2.48 -0.60 3.48
C -7.12 2.88 2.92
Cl -7.98 4.26 2.27
Cl -6.03 2.19 1.69
Cl -6.21 3.32 4.37
H -7.84 2.12 3.19
C -4.95 -2.27 -2.61
Cl -3.19 -2.14 -2.44
Cl -5.38 -2.95 -4.17
Cl -5.56 -3.25 -1.29
H -5.39 -1.28 -2.53
C 1.52 6.03 1.41
Cl 2.11 4.53 2.13
Cl 2.22 7.43 2.21
Cl 1.88 6.06 -0.32
H 0.45 6.06 1.54
C -1.80 -6.12 0.44
Cl -2.97 -4.95 -0.17
Cl -0.89 -6.86 -0.87
Cl -0.72 -5.33 1.59
H -2.34 -6.90 0.96
C 2.39 -8.55 -0.24
Cl 4.12 -8.23 -0.30
Cl 1.86 -9.41 -1.69
Cl 1.96 -9.45 1.21
H 1.87 -7.60 -0.21
C 2.08 1.74 -5.15
Cl 0.50 1.04 -4.78
Cl 1.98 3.49 -5.22
Cl 3.26 1.22 -3.95
H 2.40 1.37 -6.12
```

As for the total energy: -329411.834 eV. As for the LUMO energy: -2.547 eV. Its charge is +1.


2.
C5H4LiMgO6 as an isolated structure at a distorted geometry, computed with wB97M-V/def2-TZVPD.

The geometry in XYZ format:
```
17
C5H4LiMgO6, DFT wB97M-V/def2-TZVPD
O 4.97 4.45 -1.56
C 4.12 3.69 -1.59
O 3.26 2.90 -1.64
O 1.25 -0.14 -0.62
Mg 1.92 1.41 -1.53
O -2.70 0.54 2.35
C -2.46 0.00 1.25
O -3.01 0.34 0.17
O -1.69 -1.11 1.27
C -1.23 -1.68 0.05
C 0.55 -2.13 0.47
C 0.49 -0.73 0.14
Li -3.94 1.66 1.32
H -2.26 -1.85 -0.32
H -1.14 -2.26 -0.90
H 0.88 -2.80 -0.33
H 0.98 -2.29 1.47
```

As for the total energy: -23161.625 eV. As for the expectation value of S²: 0.893. As for the LUMO energy (alpha / beta): -9.792 / -9.800 eV. Its charge is +2. As for the multiplicity: 2.


3.
C16H29Cl3FN3NiO2PS3Si2 as an isolated structure at a distorted geometry, computed with wB97M-V/def2-TZVPD.

The geometry in XYZ format:
```
61
C16H29Cl3FN3NiO2PS3Si2, DFT wB97M-V/def2-TZVPD
Ni -0.32 -0.20 0.61
C -5.87 -1.61 2.07
C -4.69 -1.82 3.01
O -3.61 -2.38 2.30
P -2.10 -1.70 2.29
S 0.17 -2.08 2.03
S -2.36 0.21 1.67
O -2.10 -1.60 3.95
C -1.23 -0.75 4.70
C -0.17 -1.54 5.47
H -6.74 -1.27 2.64
H -6.11 -2.55 1.56
H -5.61 -0.87 1.32
H -4.96 -2.50 3.82
H -4.40 -0.86 3.45
H -1.87 -0.22 5.41
H -0.76 -0.01 4.05
H -0.65 -2.26 6.13
H 0.43 -0.85 6.07
H 0.47 -2.06 4.77
C -1.00 3.41 0.26
Si -0.78 2.57 -1.43
C -2.34 3.04 -2.43
C 0.67 3.48 -2.28
N -0.62 0.88 -1.26
C -0.64 0.03 -2.31
C -0.51 0.37 -3.68
C -0.54 -0.59 -4.68
C -0.71 -1.94 -4.40
C -0.83 -2.32 -3.06
C -0.79 -1.36 -2.09
F -0.88 -1.76 -0.78
H -1.67 4.27 0.18
H -0.04 3.75 0.66
H -1.43 2.71 0.98
H -2.38 4.11 -2.63
H -3.24 2.76 -1.87
H -2.38 2.51 -3.39
H 0.41 4.53 -2.45
H 0.94 3.03 -3.24
H 1.56 3.44 -1.64
H -0.36 1.41 -3.94
H -0.41 -0.28 -5.71
H -0.73 -2.68 -5.19
H -0.93 -3.36 -2.78
S 2.44 -1.41 -1.81
C 4.03 -1.08 -1.55
N 4.59 -0.33 -0.59
C 6.02 -0.19 -0.75
C 6.35 -1.34 -1.71
N 5.06 -1.57 -2.34
H 4.05 0.34 -0.05
H 6.53 -0.28 0.21
H 6.26 0.78 -1.19
H 6.70 -2.22 -1.17
H 7.10 -1.06 -2.45
H 4.87 -2.43 -2.83
Cl 0.96 2.30 3.28
Si 1.34 0.96 1.61
Cl 2.77 2.42 0.59
Cl 3.03 -0.03 2.60
```

As for the total energy: -164514.720 eV. As for the expectation value of S²: 0.762. As for the LUMO energy (alpha / beta): 4.325 / 4.325 eV. Its charge is -2. As for the multiplicity: 2.


4.
C28H20Cl3FN4O5Tl as an isolated structure, computed with wB97M-V/def2-TZVPD.

The geometry in XYZ format:
```
62
C28H20Cl3FN4O5Tl, DFT wB97M-V/def2-TZVPD
Tl 2.40 0.21 -2.61
C -3.28 -5.36 -4.19
C -2.66 -5.49 -2.80
C -3.75 -5.74 -1.76
C -3.14 -5.86 -0.37
C -2.38 -4.60 -0.05
C -2.22 -4.18 1.25
C -1.53 -3.00 1.51
F -1.38 -2.62 2.80
C -1.00 -2.24 0.51
C -1.12 -2.67 -0.82
C -0.44 -1.87 -1.87
O 0.06 -0.79 -1.56
C -0.46 -2.48 -3.17
C -1.19 -3.61 -3.36
N -1.90 -4.28 -2.42
C -1.82 -3.85 -1.10
C 0.26 -1.99 -4.47
O -0.10 -2.56 -5.51
O 1.12 -1.08 -4.35
H -3.98 -6.18 -4.34
H -2.53 -5.41 -4.98
H -3.81 -4.41 -4.28
H -1.98 -6.34 -2.79
H -4.29 -6.65 -2.03
H -4.46 -4.91 -1.78
H -2.47 -6.72 -0.35
H -3.92 -6.03 0.37
H -2.62 -4.75 2.08
H -0.46 -1.32 0.72
H -1.19 -4.00 -4.37
Cl 0.10 1.82 -3.58
C 0.80 3.16 -4.51
Cl 0.69 2.78 -6.23
Cl -0.15 4.63 -4.17
C 2.35 3.46 -4.08
O 2.89 4.29 -4.79
O 2.72 2.82 -3.08
N 2.89 4.63 3.62
C 2.64 5.14 4.88
C 3.32 6.04 5.68
C 2.74 6.35 6.89
C 1.52 5.78 7.29
C 0.85 4.87 6.49
C 1.42 4.55 5.26
N 0.96 3.73 4.26
C 1.84 3.80 3.30
C 1.75 3.10 2.02
C 0.68 2.24 1.77
C 0.64 1.57 0.56
N 1.56 1.72 -0.38
C 2.56 2.56 -0.17
C 2.71 3.26 1.02
H 3.68 4.83 3.05
H 4.26 6.49 5.37
H 3.22 7.08 7.54
H 1.10 6.07 8.24
H -0.08 4.43 6.80
H -0.08 2.12 2.53
H -0.16 0.88 0.33
H 3.27 2.69 -0.98
H 3.56 3.92 1.14
```

As for the total energy: -90542.072 eV. As for the LUMO energy: 1.882 eV. Its charge is -1.


5.
A 6-piece molecular cluster, H10O4S2 overall at a distorted geometry, computed with wB97M-V/def2-TZVPD.

The geometry in XYZ format:
```
16
H10O4S2, DFT wB97M-V/def2-TZVPD
S 2.25 0.29 -1.11
S -2.45 0.67 -0.65
H 3.02 0.10 -2.15
H -3.54 0.59 -1.37
H 0.34 -0.67 0.10
H -0.87 -1.48 0.89
O 0.08 -1.16 0.91
H 1.18 2.20 -1.21
H -0.07 2.07 -2.06
O 0.50 2.77 -1.58
H -2.70 -0.79 0.69
H -3.33 -1.84 1.77
O -2.55 -1.65 1.26
H 2.85 0.27 0.98
H 2.39 -1.12 1.71
O 2.89 -0.28 1.82
```

As for the total energy: -30016.315 eV. As for the LUMO energy: -6.292 eV.


6.
A 2-piece molecular cluster, CH3NO2S2 overall at a distorted geometry, computed with wB97M-V/def2-TZVPD.

The geometry in XYZ format:
```
9
CH3NO2S2, DFT wB97M-V/def2-TZVPD
C 0.49 0.45 0.42
N -2.76 -0.45 -0.42
O -3.01 -1.64 -0.56
O -0.34 2.33 -1.01
S -3.47 0.75 0.21
S -0.44 1.98 0.42
H 1.16 0.69 -0.39
H 1.07 0.27 1.32
H -0.09 -0.46 0.25
```

As for the total energy: -28336.623 eV. As for the expectation value of S²: 2.014. As for the LUMO energy (alpha / beta): -1.145 / -1.823 eV. As for the multiplicity: 3.


What is the total energy in the first record?
-329411.834 eV